Record 1
This record from the Open Molecules 2025 dataset describes a 2-piece molecular cluster, C17H23NO5S overall. The level of theory is ωB97M-V/def2-TZVPD.

Structure (XYZ):
```
47
C17H23NO5S (ωB97M-V/def2-TZVPD)
C 4.587 2.047 0.872
C 4.561 0.558 0.475
H 4.873 0.042 1.303
H 5.077 0.252 -0.410
O 3.063 0.108 0.024
C 2.669 -1.074 -0.006
O 3.428 -2.018 0.141
C 1.226 -1.128 -0.482
H 0.714 -0.142 -0.446
C 1.097 -1.863 -1.733
C -0.482 -1.886 -1.943
H -0.666 -2.528 -3.000
C -0.990 -3.093 -0.930
N -0.765 -2.158 0.484
C -1.698 -1.703 1.144
O -1.423 -1.111 2.407
C -3.116 -1.932 0.992
H -3.502 -2.648 0.393
H -3.639 -1.630 1.786
S -3.593 -0.173 0.146
O -5.035 -0.225 -0.260
O -2.862 -0.091 -0.997
C -3.121 1.282 1.204
C -2.083 1.991 0.681
C -2.303 2.965 -0.795
C -1.195 3.487 -1.209
C 0.045 3.100 -0.797
C 0.359 2.596 0.228
C -0.781 1.726 1.018
H -0.447 1.052 1.795
H 1.356 2.393 0.520
H 0.801 3.779 -1.430
H -1.474 4.163 -2.003
H -3.346 2.795 -0.896
H -4.069 1.666 1.267
H -2.766 0.920 2.125
C 0.648 -2.034 0.551
H 0.706 -1.557 1.973
H 1.117 -2.963 0.749
H -2.189 -2.934 -0.901
H -0.438 -3.967 -0.611
H -1.110 -1.071 -1.781
H 1.354 -1.215 -2.481
H 1.574 -2.894 -1.711
H 4.101 2.698 -0.136
H 5.730 2.221 0.990
H 4.010 2.197 1.692
```

Computed properties:
**Multiplicity**: 1
**Electronic energy**: -40551.45096 eV
**Lowest unoccupied orbital energy**: 0.162 eV

Record 2
This record from the Open Molecules 2025 dataset describes C17H23NO6 as an isolated structure. The level of theory is ωB97M-V/def2-TZVPD.

Structure (XYZ):
```
47
C17H23NO6 (ωB97M-V/def2-TZVPD)
C -6.559 -1.830 0.460
C -5.980 -1.125 -0.891
H -5.587 -1.742 -1.648
H -6.913 -0.607 -1.369
O -5.153 -0.287 -0.768
C -3.952 -0.536 -0.286
C -3.452 -1.855 -0.219
C -2.046 -1.924 -0.225
C -1.256 -0.859 0.153
C -1.687 0.365 0.289
C -3.114 0.840 0.023
O -3.763 1.953 -0.089
C -2.853 2.819 0.175
C -3.762 4.303 0.206
H -4.209 4.253 -0.961
H -3.289 5.089 0.498
H -4.566 3.974 0.930
H -2.493 2.883 1.383
H -1.942 3.180 -0.495
H -1.093 1.267 0.675
C 0.167 -1.153 0.451
O 0.649 -2.116 0.541
O 0.841 0.043 1.116
C 2.178 -0.170 1.392
H 2.559 0.763 1.631
H 2.540 -1.174 1.657
C 2.924 -0.301 -0.162
O 2.311 0.343 -1.177
N 4.156 -0.425 -0.091
C 5.162 -0.670 0.979
H 4.603 -0.548 1.802
C 6.158 0.455 0.815
O 6.920 0.597 -0.256
C 5.990 0.680 -1.377
H 6.600 0.770 -2.247
C 4.989 -0.084 -1.427
H 4.251 -0.045 -2.416
H 5.425 -1.228 -1.413
H 5.503 1.827 -1.202
H 6.821 0.404 1.805
H 5.779 1.366 1.316
H 5.488 -1.522 0.988
H -1.706 -2.981 -0.116
H -4.028 -2.712 -0.626
H -5.894 -2.290 0.788
H -6.861 -1.169 1.062
H -7.301 -2.658 0.162
```

Computed properties:
**Multiplicity**: 1
**Electronic energy**: -31759.68691 eV
**Lowest unoccupied orbital energy**: 0.658 eV